Record 1
{
  "formula": "C17H13CoIN2O6S2",
  "method": "the ωB97M-V functional and the def2-TZVPD basis",
  "symbols": ["Co", "O", "C", "O", "C", "C", "C", "C", "C", "N", "C", "O", "O", "H", "H", "H", "H", "S", "C", "N", "C", "C", "S", "H", "H", "H", "H", "H", "I", "C", "C", "C", "C", "C", "C", "C", "O", "O", "H", "H", "H", "H"],
  "xyz": [[0.1487, 0.0877, 0.4015], [2.6973, -1.3432, 3.4845], [2.0391, -0.9717, 2.4149], [0.9632, -0.3954, 2.4259], [2.6865, -1.2960, 1.1126], [3.8652, -1.9691, 0.8840], [4.2483, -2.1625, -0.4452], [3.4591, -1.6870, -1.4797], [2.2873, -1.0199, -1.1539], [1.9384, -0.8445, 0.1080], [1.2824, -0.4266, -2.1280], [1.4785, -0.4483, -3.3103], [0.2418, 0.0703, -1.5045], [2.2000, -1.0927, 4.2848], [4.4645, -2.3329, 1.7060], [5.1671, -2.6897, -0.6638], [3.7216, -1.8164, -2.5204], [-1.5432, -1.4235, 0.7280], [-2.6425, -0.7302, -0.4097], [-2.9981, 0.5226, -0.4524], [-3.8855, 0.9314, -1.5417], [-4.4336, -0.3504, -2.1854], [-3.3950, -1.7226, -1.5848], [-2.5769, 1.2316, 0.1520], [-3.3204, 1.5393, -2.2483], [-4.6890, 1.5373, -1.1291], [-4.3669, -0.3180, -3.2690], [-5.4643, -0.5420, -1.8989], [3.9084, 7.0343, 1.3517], [2.3493, 5.6707, 1.1804], [2.6271, 4.3432, 0.8792], [1.5866, 3.4365, 0.7748], [0.2725, 3.8509, 0.9537], [0.0028, 5.1853, 1.2415], [1.0384, 6.0945, 1.3642], [-0.8732, 2.9226, 0.8233], [-2.0216, 3.2705, 0.6750], [-0.6021, 1.6177, 0.8763], [3.6479, 4.0226, 0.7247], [1.8119, 2.4051, 0.5306], [-1.0239, 5.4994, 1.3701], [0.8274, 7.1284, 1.5987]],
  "atomic_forces_ev_per_a": [[-0.2, -0.1, 0.1], [-0.1, 0.0, 0.1], [0.0, 0.0, 0.0], [0.0, 0.0, 0.0], [0.0, 0.0, 0.0], [0.0, 0.0, 0.0], [0.0, 0.0, 0.0], [0.0, 0.0, 0.0], [0.0, 0.0, 0.0], [0.0, 0.0, 0.0], [0.0, 0.0, 0.1], [0.0, 0.0, -0.1], [0.0, 0.1, -0.1], [0.1, 0.0, -0.1], [0.0, 0.0, 0.0], [0.0, 0.0, 0.0], [0.0, 0.0, 0.0], [0.0, 0.0, 0.0], [0.0, 0.0, 0.0], [0.1, 0.0, -0.1], [0.0, 0.0, 0.0], [0.0, 0.0, 0.0], [0.0, 0.0, 0.0], [-0.1, 0.0, 0.0], [0.0, 0.0, 0.0], [0.0, 0.1, 0.0], [0.0, 0.0, 0.0], [0.0, 0.0, 0.0], [0.0, 0.0, 0.0], [-0.1, 0.0, 0.0], [0.0, 0.0, 0.0], [0.0, 0.0, 0.0], [0.0, 0.0, 0.0], [0.0, 0.0, 0.0], [0.0, 0.0, 0.0], [-0.3, -0.1, -0.1], [0.0, 0.0, 0.0], [0.4, 0.1, 0.1], [0.0, 0.0, 0.0], [0.0, 0.0, 0.0], [0.0, 0.0, 0.0], [0.0, 0.0, 0.0]],
  "mulliken_spin": [3.03, 0.00, 0.02, 0.04, -0.01, 0.00, 0.00, 0.00, -0.01, 0.07, 0.02, 0.03, 0.20, 0.00, 0.00, 0.00, 0.00, 0.27, 0.00, 0.02, 0.00, 0.00, 0.01, 0.00, 0.00, 0.00, 0.00, 0.00, 0.00, 0.00, 0.00, 0.00, 0.01, 0.00, 0.00, 0.02, 0.04, 0.22, 0.00, 0.00, 0.00, 0.00],
  "homo_energy_ev": [-11.15, -11.14],
  "energy_ha": -3693.273442,
  "e_lumo_ha": [-0.152, -0.198],
  "de_lowest_kcal_mol": 0.0,
  "homo_lumo_gap_ev": [7.009, 5.757],
  "mol_weight_g_mol": 591.27,
  "multiplicity": 5,
  "total_charge": 1
}

=====

Record 2
{
  "formula": "C46H40N11O2SW",
  "method": "the ωB97M-V functional and the def2-TZVPD basis",
  "symbols": ["W", "C", "C", "O", "C", "C", "C", "N", "N", "C", "O", "C", "C", "C", "C", "C", "C", "H", "H", "H", "H", "H", "H", "H", "H", "H", "H", "H", "H", "N", "C", "C", "C", "C", "C", "C", "N", "C", "C", "C", "S", "C", "N", "H", "H", "H", "H", "H", "H", "H", "N", "C", "C", "C", "C", "C", "C", "C", "C", "C", "C", "C", "C", "C", "H", "H", "H", "H", "H", "H", "H", "H", "H", "H", "C", "C", "N", "C", "C", "N", "C", "N", "N", "N", "C", "C", "C", "C", "C", "C", "H", "H", "H", "H", "H", "H", "H", "H", "H", "H", "H"],
  "xyz": [[11.3959, 14.5340, 11.0716], [14.7092, 14.9603, 8.1859], [14.1244, 14.5666, 9.4733], [12.8903, 14.8375, 9.7044], [14.6835, 13.7215, 10.4298], [14.2342, 13.5933, 11.7498], [15.2302, 12.8970, 12.6678], [13.0747, 14.0562, 12.2099], [12.9668, 14.1973, 13.6298], [11.9026, 14.8513, 13.9084], [11.1467, 15.2954, 12.8909], [11.4066, 15.0515, 15.3024], [10.2031, 15.7237, 15.5387], [9.8994, 16.0876, 16.8271], [10.7274, 15.7024, 17.8948], [11.9153, 15.0325, 17.6631], [12.2319, 14.6274, 16.3500], [14.4955, 16.0386, 7.9921], [14.1540, 14.2367, 7.5939], [15.8266, 14.7735, 8.1382], [15.6493, 13.2822, 10.1849], [15.8821, 12.3012, 12.0451], [14.7870, 12.4504, 13.4986], [15.9330, 13.6431, 13.0583], [9.7331, 16.1605, 14.6268], [9.0010, 16.5432, 17.1089], [10.4066, 16.0008, 18.9127], [12.5882, 14.7025, 18.4603], [13.0794, 14.0420, 16.0742], [7.2518, 13.5159, 12.0054], [6.8605, 14.7194, 11.3653], [5.5778, 15.2391, 11.2432], [5.4906, 16.4166, 10.5962], [6.6591, 17.0168, 10.0252], [7.9382, 16.4965, 10.1036], [8.0464, 15.3181, 10.9102], [9.1043, 14.5161, 11.3017], [8.5894, 13.4981, 11.9636], [9.4433, 12.4279, 12.4082], [9.1685, 11.2098, 13.0254], [10.6426, 10.3775, 13.3030], [11.4952, 11.7202, 12.7998], [10.7861, 12.7698, 12.3629], [6.6240, 13.0691, 12.6555], [4.7660, 14.7161, 11.7098], [4.5361, 16.9361, 10.4410], [6.5194, 17.9321, 9.4561], [8.7650, 16.7994, 9.4655], [8.2513, 10.6867, 13.0288], [12.5199, 11.7036, 13.0310], [11.0669, 13.1875, 9.8501], [10.7294, 12.1610, 9.2080], [9.7725, 12.1739, 8.0882], [8.9643, 13.3138, 7.9351], [8.2148, 13.3867, 6.7704], [8.2113, 12.4306, 5.7902], [9.0874, 11.3839, 5.9422], [9.8824, 11.2579, 7.0781], [11.1588, 10.7841, 9.7148], [12.4326, 10.5372, 10.2356], [12.8089, 9.2048, 10.5637], [11.9384, 8.1241, 10.4234], [10.6508, 8.4513, 10.0390], [10.2890, 9.7494, 9.6955], [9.0235, 14.1358, 8.6527], [7.6542, 14.3152, 6.6187], [7.7026, 12.5664, 4.8113], [9.1609, 10.5394, 5.2052], [10.4446, 10.3235, 7.1453], [13.1917, 11.2578, 10.3641], [13.8468, 9.0479, 10.7208], [12.3378, 7.1143, 10.6374], [9.9537, 7.6409, 9.9373], [9.2982, 9.8815, 9.2873], [10.3095, 18.1903, 12.2857], [10.6755, 17.7344, 10.9299], [10.9373, 16.5107, 10.3369], [11.1317, 16.7940, 8.9743], [11.1711, 18.1052, 8.8244], [10.8624, 18.6706, 9.9777], [10.9682, 20.1257, 10.0516], [11.9175, 20.5172, 11.0263], [12.7892, 19.6051, 11.5192], [13.5765, 20.1489, 12.3232], [13.2712, 21.4759, 12.3897], [13.8797, 22.5250, 13.1269], [13.4170, 23.8128, 12.8170], [12.3924, 24.0429, 11.8958], [11.7151, 23.0396, 11.2478], [12.1921, 21.7669, 11.4744], [11.1205, 18.3195, 12.9221], [9.6664, 17.5482, 12.8266], [9.7375, 19.0467, 12.1469], [11.2402, 15.9060, 8.2815], [11.3995, 18.7280, 7.9872], [10.0374, 20.6655, 10.3607], [11.2209, 20.5146, 9.0925], [14.6368, 22.3442, 13.8839], [13.9521, 24.5454, 13.3366], [12.1980, 25.0826, 11.5902], [10.8683, 23.3854, 10.6242]],
  "atomic_forces_ev_per_a": [[0.3, -0.8, 1.5], [1.2, 0.5, 0.5], [-0.7, -1.4, 2.0], [-1.3, 1.5, 0.6], [0.9, 0.1, -0.2], [1.7, -1.0, -0.3], [0.5, 1.9, -1.4], [-1.1, 1.3, 0.4], [1.0, -0.8, -1.7], [-1.6, 0.1, 0.3], [0.3, 0.5, -0.1], [0.7, -0.2, -0.5], [0.8, 1.2, -1.5], [0.7, -1.3, 0.7], [-0.3, 0.6, 0.3], [0.6, -1.3, -0.6], [-1.1, 1.0, 0.3], [0.0, -1.0, -0.3], [0.2, 0.4, -1.2], [-1.5, 0.1, 0.0], [-0.1, 0.2, 0.3], [-0.2, -0.7, 0.1], [-0.6, -1.0, 1.2], [-0.3, 0.2, 0.1], [-0.2, -0.6, 1.1], [-1.2, 0.9, -0.1], [0.4, -0.3, -0.7], [-0.4, 0.3, -0.1], [0.7, -0.2, 0.3], [-0.3, 1.9, -0.4], [0.9, -0.8, 0.7], [0.5, -0.8, 0.6], [0.2, 1.8, -1.0], [-0.1, 0.2, -0.3], [-0.5, -1.3, 0.5], [-1.1, 0.7, -0.8], [1.2, -0.1, -0.1], [-0.4, -1.0, -0.2], [0.2, -0.5, 1.6], [1.2, 1.1, -1.8], [-0.9, 0.4, 0.3], [-0.7, 0.9, 0.0], [0.0, -1.8, 0.0], [0.3, -0.5, 0.0], [-0.5, 0.0, -0.1], [0.4, -0.4, 0.2], [0.0, -0.2, 0.0], [-0.4, 0.4, 0.4], [-0.9, -0.3, 0.3], [1.2, 0.4, -0.3], [0.3, 1.5, -0.1], [-0.8, -3.1, 0.4], [1.0, 2.0, 1.0], [0.2, -0.6, -0.8], [-0.8, 2.4, 1.0], [0.5, -0.2, -1.6], [0.4, -2.1, -0.6], [-0.7, -1.6, -0.9], [1.6, 2.1, 0.2], [-0.2, -2.3, 0.2], [-0.5, 1.3, -1.0], [0.9, 0.7, 0.5], [0.0, -0.7, 0.1], [-1.5, -1.7, -0.6], [-0.3, -0.3, -0.3], [0.0, -0.4, 0.0], [0.1, -0.1, 1.1], [-0.2, 1.2, 0.6], [0.2, 0.6, 0.2], [0.6, 1.1, -0.2], [0.7, -0.2, 0.6], [-0.7, 0.6, -0.3], [-0.5, 0.0, -0.1], [-0.2, 0.1, 0.1], [-0.6, -1.8, -0.8], [0.9, -0.6, -0.5], [-0.6, 1.2, 0.4], [0.6, -3.5, -0.3], [0.3, 0.0, -2.7], [-0.5, 1.1, 1.6], [-1.6, 0.9, 1.6], [0.4, -0.3, -0.1], [-0.6, -1.2, -1.0], [0.5, 0.5, 0.9], [-0.1, 2.0, -0.1], [-1.2, 0.0, -1.0], [0.6, -2.4, 0.3], [0.5, 1.2, -0.2], [-0.8, 1.1, -0.5], [1.4, -1.1, 1.6], [1.7, 0.6, 0.9], [-0.8, -1.2, 0.1], [-0.7, 1.9, 0.0], [0.0, 1.7, 0.8], [-0.1, -0.1, -0.5], [0.2, -0.9, -0.4], [0.2, -0.1, -0.9], [0.0, 0.0, -0.3], [0.2, 1.6, 0.4], [-0.2, -0.5, 0.5], [0.6, -0.9, 0.1]],
  "mulliken_charge": [2.74, -1.31, 0.25, -0.56, -1.51, 1.38, -1.76, 0.91, -0.70, 0.67, -0.27, 0.40, 0.13, -0.96, -0.40, -0.75, -0.65, 0.31, 0.35, 0.40, 0.60, 0.49, 0.40, 0.39, 0.10, 0.49, 0.38, 0.41, 0.50, -0.01, 0.65, -1.19, -0.77, -0.86, -0.38, -0.37, 1.58, -0.27, -0.53, -0.84, -0.01, -0.62, 0.51, 0.37, 0.51, 0.44, 0.50, 0.31, 0.53, 0.28, 0.34, 0.26, 0.45, 0.13, -0.87, -0.82, -0.71, -0.39, 0.94, -0.21, -0.71, -0.68, -1.10, -0.30, 0.03, 0.45, 0.39, 0.37, 0.48, 0.70, 0.51, 0.45, 0.51, 0.63, -2.29, 0.80, 0.02, -0.88, -0.60, 0.42, -1.13, 0.65, 0.11, -1.05, 0.39, -0.62, -0.58, -0.59, -0.80, 1.03, 0.40, 0.49, 0.63, 0.56, 0.62, 0.37, 0.41, 0.43, 0.43, 0.37, 0.34],
  "homo_energy_ev": [-14.49, -14.49],
  "energy_ha": -2994.124053,
  "e_lumo_ha": [-0.360, -0.360],
  "de_lowest_kcal_mol": 46.2,
  "homo_lumo_gap_ev": [4.679, 4.678],
  "mol_weight_g_mol": 994.81,
  "multiplicity": 1,
  "total_charge": 3
}

=====

Record 3
{
  "formula": "C2H2S3",
  "method": "the ωB97M-V functional and the def2-TZVPD basis",
  "symbols": ["C", "C", "S", "S", "S", "H", "H"],
  "xyz": [[-1.4377, 0.1779, -0.0111], [0.6303, 0.4058, 0.1407], [-2.2163, -1.0356, 0.5317], [1.3384, 1.6007, 0.9723], [1.1193, -1.0295, -0.7146], [-1.9248, 1.1940, -0.2856], [2.4908, -1.3133, -0.6334]],
  "atomic_forces_ev_per_a": [[2.3, 3.5, -0.2], [-1.5, -0.4, 0.0], [-0.4, -1.4, 0.4], [-0.8, -1.0, -0.8], [0.1, -0.1, 0.0], [1.2, -1.6, 0.2], [-1.0, 1.0, 0.4]],
  "nbo_charge": [-0.36, -0.39, 0.21, 0.08, 0.10, 0.22, 0.15],
  "homo_energy_ev": -8.18,
  "energy_ha": -1271.841070,
  "e_lumo_ha": -0.026,
  "de_lowest_kcal_mol": 58.7,
  "homo_lumo_gap_ev": 7.466,
  "mol_weight_g_mol": 122.24,
  "multiplicity": 1
}

=====

Record 4
{
  "formula": "C6H9BFNO2",
  "method": "the ωB97M-V functional and the def2-TZVPD basis",
  "symbols": ["C", "C", "C", "F", "C", "N", "C", "C", "B", "O", "O", "H", "H", "H", "H", "H", "H", "H", "H", "H"],
  "xyz": [[2.4142, 1.3921, -0.6005], [1.3904, 0.3323, -0.2902], [1.8038, -0.9145, 0.0761], [3.1154, -1.3596, 0.1030], [0.7686, -2.0107, -0.0493], [-0.4514, -1.9508, 0.3430], [-1.0365, -0.8785, 1.0028], [-2.1579, -0.2465, 0.6401], [-2.9706, -0.3410, -0.7231], [-2.7716, -1.3436, -1.6390], [-3.7105, 0.6965, -1.1122], [2.7778, 1.2483, -1.6080], [3.2165, 1.3847, 0.1175], [2.0216, 2.3748, -0.6541], [0.3333, 0.4354, -0.4435], [1.3163, -2.9361, -0.2825], [-0.6697, -0.5802, 1.9407], [-2.6316, 0.3643, 1.4057], [-2.2292, -2.0536, -1.3427], [-4.2537, 0.4669, -1.8445]],
  "atomic_forces_ev_per_a": [[-0.6, -0.4, -0.1], [2.6, -1.4, 0.6], [-1.8, 0.5, -1.7], [-1.5, 0.8, 0.2], [1.3, 0.6, 2.3], [1.3, -0.7, -1.2], [-1.4, 0.2, -0.9], [-1.1, -0.2, -0.6], [2.3, -1.0, 0.5], [-0.9, 0.5, -0.4], [-0.7, 1.2, 1.0], [0.5, -0.4, -0.3], [0.4, -0.1, 0.1], [-0.7, 1.0, 0.3], [-0.2, 0.3, 0.1], [-1.1, -0.2, -0.5], [1.1, -0.1, 1.3], [0.4, 0.3, -0.1], [0.7, -0.8, 0.5], [-0.6, -0.1, -1.2]],
  "nbo_charge": [-0.66, -0.18, 0.29, -0.33, 0.11, -0.45, -0.01, -0.59, 1.05, -0.90, -0.87, 0.23, 0.23, 0.22, 0.24, 0.20, 0.20, 0.22, 0.50, 0.49],
  "homo_energy_ev": -8.96,
  "energy_ha": -564.012685,
  "e_lumo_ha": 0.000,
  "de_lowest_kcal_mol": 0.0,
  "homo_lumo_gap_ev": 8.960,
  "mol_weight_g_mol": 156.95,
  "smiles": "C/C=C(F)/C=N\\C=C/B(O)O",
  "multiplicity": 1
}